C4H8N2 in the gas phase at a distorted geometry, computed with the ωB97M-V functional and the def2-TZVPD basis.

For the orbital gap, the calculation gives 0.313 hartree. The energy comes out at -266.6405 Ha. As for the LUMO energy: 1.069 eV. The value obtained for the largest force on an atom is 2.496 eV/A. As for the structure (SMILES): CC1=CN[C@@H]1N. As for the charge: 0.

Last column: natural (NBO) charge in e.
Atoms and positions in Å:
C  -0.84  -1.66  -0.23  -0.6335
C  0.14  -0.54  -0.09  -0.1822
C  1.44  -0.44  0.32  0.0229
N  1.57  0.89  0.46  -0.6552
C  -0.02  0.91  -0.30  0.1592
N  -1.04  1.58  0.33  -0.8356
H  -1.47  -1.55  -1.11  0.2112
H  -0.31  -2.62  -0.28  0.2227
H  -1.51  -1.72  0.64  0.2021
H  2.21  -1.20  0.40  0.1835
H  2.40  1.31  0.02  0.3415
H  0.26  1.33  -1.27  0.1804
H  -1.04  2.59  0.29  0.3869
H  -1.78  1.12  0.83  0.3963